Run i
Computed, not measured: an isolated ion of composition C3H5BrN3 and charge +1, with the ωB97M-V functional and the def2-TZVPD basis.

Cartesian coordinates (Å):
C1 -0.20 1.78 -0.07
C2 -2.21 0.49 0.11
C3 1.05 -1.53 -0.03
N1 -1.52 1.49 0.11
N2 0.64 0.74 -0.06
N3 0.13 -0.40 -0.02
Br1 -3.49 -0.66 -0.07
H1 0.15 2.73 0.27
H2 0.55 -2.36 -0.52
H3 2.01 -1.31 -0.65
H4 1.30 -1.83 1.04
H5 1.59 0.86 -0.09

Computed properties:
Net charge ... +1
Lowest unoccupied orbital energy (alpha / beta) ... -4.77 / -4.77 eV
Orbital gap (alpha / beta) ... 8.06 / 8.06 eV


Run ii
Computed, not measured: a 2-piece molecular cluster, C3H5BrN3 overall, with the ωB97M-V functional and the def2-TZVPD basis.

Cartesian coordinates (Å):
C1 1.12 1.36 -0.06
C2 1.85 0.25 -0.04
C3 -0.30 -0.36 -0.28
N1 0.90 -0.88 -0.18
N2 -0.16 0.97 -0.16
N3 -2.98 -0.83 0.44
Br1 3.68 -0.03 0.13
H1 1.47 2.39 -0.16
H2 1.23 -1.85 0.05
H3 -1.01 1.48 -0.29
H4 -3.02 -1.59 1.03
H5 -2.78 -0.91 -0.49

Computed properties:
Net charge ... +1
Lowest unoccupied orbital energy (alpha / beta) ... -5.20 / -7.67 eV
Orbital gap (alpha / beta) ... 8.94 / 6.37 eV


run i is preferred energetically. Next in line: 87.2 kJ/mol higher.


Run i
Computed, not measured: a 7-piece molecular cluster, C7H28O7 overall, with the ωB97M-V functional and the def2-TZVPD basis.

Cartesian coordinates (Å):
C1 -5.49 2.60 -4.72
O1 -5.72 1.33 -5.34
H1 -5.95 3.38 -5.33
H2 -6.05 2.52 -3.79
H3 -4.44 2.83 -4.57
H4 -5.27 1.35 -6.18
C2 -4.23 4.47 1.36
O2 -3.56 5.03 0.23
H5 -4.25 3.40 1.18
H6 -3.72 4.68 2.30
H7 -5.22 4.93 1.42
H8 -3.85 5.94 0.17
C3 1.35 -4.99 -1.87
O3 2.30 -5.60 -1.01
H9 1.80 -4.09 -2.28
H10 1.14 -5.69 -2.67
H11 0.43 -4.79 -1.32
H12 3.06 -5.91 -1.50
C4 1.48 3.48 -6.13
O4 2.01 2.54 -5.27
H13 1.68 3.20 -7.16
H14 0.39 3.48 -6.11
H15 1.85 4.46 -5.84
H16 1.52 2.55 -4.45
C5 0.33 0.65 0.67
O5 0.06 1.58 -0.40
H17 -0.02 1.08 1.61
H18 -0.13 -0.33 0.57
H19 1.40 0.46 0.78
H20 -0.77 2.05 -0.26
C6 5.16 -0.89 7.23
O6 4.85 -0.50 5.89
H21 5.81 -1.76 7.23
H22 5.71 -0.15 7.81
H23 4.28 -1.14 7.82
H24 4.57 -1.32 5.49
C7 1.03 -5.21 4.35
O7 2.09 -4.57 3.65
H25 1.34 -6.22 4.61
H26 0.86 -4.71 5.31
H27 0.11 -5.22 3.75
H28 2.04 -4.92 2.75

Computed properties:
SMILES string ... CO.CO.CO.CO.CO.CO.CO
Lowest unoccupied orbital energy ... 0.42 eV
Orbital gap ... 10.66 eV


Run ii
Computed, not measured: a 7-piece molecular cluster, C7H28O7 overall, with the ωB97M-V functional and the def2-TZVPD basis.

Cartesian coordinates (Å):
C1 -4.01 1.60 0.95
O1 -3.06 1.38 2.02
H1 -4.46 0.66 0.64
H2 -4.78 2.26 1.33
H3 -3.48 2.09 0.13
H4 -2.70 2.23 2.28
C2 2.73 2.40 -1.54
O2 1.81 2.59 -2.62
H5 3.28 1.49 -1.79
H6 3.38 3.27 -1.53
H7 2.24 2.30 -0.57
H8 1.08 3.12 -2.28
C3 2.46 -1.85 -3.14
O3 1.72 -0.81 -2.58
H9 3.47 -1.50 -3.34
H10 2.57 -2.60 -2.36
H11 2.12 -2.23 -4.10
H12 1.90 0.02 -3.01
C4 -2.57 -1.78 1.73
O4 -1.66 -2.56 1.03
H13 -3.24 -1.24 1.07
H14 -3.06 -2.34 2.53
H15 -2.04 -1.03 2.32
H16 -1.00 -1.95 0.68
C5 1.31 -4.39 -0.51
O5 2.31 -5.09 -1.31
H17 0.69 -5.06 0.08
H18 1.74 -3.75 0.25
H19 0.63 -3.75 -1.08
H20 2.90 -5.60 -0.76
C6 -0.39 3.32 2.46
O6 -1.65 3.56 2.97
H21 0.25 2.90 3.24
H22 -0.40 2.61 1.63
H23 0.08 4.19 2.01
H24 -1.77 4.43 3.34
C7 0.13 0.47 0.12
O7 0.42 -0.92 -0.11
H25 0.99 0.98 0.57
H26 -0.24 0.99 -0.76
H27 -0.70 0.52 0.82
H28 1.02 -0.93 -0.86

Computed properties:
SMILES string ... CO.CO.CO.CO.CO.CO.CO
Lowest unoccupied orbital energy ... 0.30 eV
Orbital gap ... 9.60 eV


run ii is preferred energetically. Next in line: 72.3 kJ/mol higher.


Run i
Computed, not measured: CHO5S as an isolated structure, with the ωB97M-V functional and the def2-TZVPD basis.

Cartesian coordinates (Å):
C1 -0.55 -0.97 0.09
O1 3.56 -1.31 0.02
O2 0.72 -1.21 0.08
O3 2.62 0.60 1.24
O4 2.58 0.57 -1.21
O5 -1.54 -1.71 0.13
S1 2.71 -0.16 0.02
H1 -0.78 0.14 0.06

Computed properties:
Net charge ... -1
Lowest unoccupied orbital energy ... 3.46 eV
Orbital gap ... 8.92 eV


Run ii
Computed, not measured: an isolated ion of composition CHO5S and charge -1, with the ωB97M-V functional and the def2-TZVPD basis.

Cartesian coordinates (Å):
C1 -0.30 0.71 -0.27
O1 1.62 -0.62 1.10
O2 -0.57 -1.79 0.66
O3 0.96 -1.37 -1.14
O4 -1.26 1.26 0.57
O5 -0.15 2.03 0.13
S1 0.51 -0.96 0.18
H1 -0.82 0.74 -1.24

Computed properties:
Net charge ... -1
SMILES string ... O=S(=O)([O-])C1OO1
Lowest unoccupied orbital energy ... 4.07 eV
Orbital gap ... 9.49 eV


run i is preferred energetically. Next in line: 346.7 kJ/mol higher.


Run i
Computed, not measured: a 9-piece molecular cluster, C40H107N9O11 overall, with the ωB97M-V functional and the def2-TZVPD basis.

Cartesian coordinates (Å):
C1 -9.91 -4.73 -12.70
O1 -8.51 -4.86 -12.38
C2 -8.14 -6.05 -11.76
C3 -6.69 -5.91 -11.35
N1 -6.57 -4.78 -10.43
C4 -5.22 -4.50 -9.94
C5 -5.13 -3.31 -9.01
O2 -6.08 -3.40 -7.93
C6 -5.79 -2.53 -6.84
H1 -10.17 -4.94 -13.73
H2 -10.18 -3.68 -12.61
H3 -10.50 -5.30 -11.98
H4 -8.17 -6.89 -12.45
H5 -8.77 -6.15 -10.87
H6 -6.03 -5.78 -12.21
H7 -6.33 -6.80 -10.83
H8 -7.00 -3.95 -10.81
H9 -4.60 -4.34 -10.82
H10 -4.86 -5.33 -9.33
H11 -5.48 -2.41 -9.50
H12 -4.12 -3.11 -8.62
H13 -6.56 -2.72 -6.09
H14 -5.85 -1.49 -7.15
H15 -4.80 -2.68 -6.39
C7 -0.10 1.21 -1.72
O3 0.12 0.00 -1.03
C8 1.00 -0.91 -1.64
C9 1.60 -1.80 -0.49
N2 2.33 -0.98 0.48
C10 2.32 -1.57 1.74
C11 2.86 -0.42 2.69
O4 2.28 0.89 2.54
C12 0.87 0.95 2.74
H16 -0.70 1.95 -1.18
H17 -0.63 1.11 -2.66
H18 0.84 1.73 -1.92
H19 1.84 -0.43 -2.13
H20 0.45 -1.55 -2.33
H21 2.27 -2.56 -0.90
H22 0.69 -2.24 -0.07
H23 1.81 -0.11 0.52
H24 3.08 -2.34 1.70
H25 1.42 -2.03 2.16
H26 3.94 -0.28 2.74
H27 2.54 -0.62 3.71
H28 0.57 0.78 3.78
H29 0.38 0.20 2.12
H30 0.57 1.94 2.38
C13 4.37 9.39 2.77
C14 5.11 9.25 4.10
C15 5.38 7.86 4.61
O5 4.17 7.06 4.77
C16 4.40 5.72 5.30
N3 6.35 10.01 3.88
H31 5.06 9.28 1.93
H32 3.98 10.40 2.64
H33 3.48 8.77 2.77
H34 4.54 9.78 4.86
H35 5.97 7.99 5.52
H36 5.94 7.30 3.86
H37 4.94 4.99 4.71
H38 3.49 5.23 5.65
H39 5.09 5.78 6.15
H40 6.77 9.66 3.03
H41 7.00 9.70 4.58
C17 0.64 -3.27 7.97
C18 -0.88 -3.25 7.99
C19 -1.27 -4.59 7.23
O6 -1.08 -4.51 5.86
C20 -2.06 -3.68 5.17
N4 -1.35 -3.35 9.39
H42 1.01 -2.28 8.25
H43 1.09 -3.45 6.99
H44 1.08 -4.05 8.59
H45 -1.39 -2.43 7.49
H46 -2.31 -4.84 7.45
H47 -0.70 -5.45 7.57
H48 -3.03 -3.93 5.60
H49 -2.09 -3.95 4.12
H50 -1.83 -2.63 5.34
H51 -1.13 -2.42 9.70
H52 -2.34 -3.21 9.55
C21 6.34 -2.06 -3.56
C22 7.21 -1.24 -2.60
C23 6.97 0.27 -2.50
O7 7.92 0.90 -1.66
C24 7.92 2.30 -1.54
N5 7.11 -1.83 -1.30
H53 6.89 -2.96 -3.86
H54 5.91 -1.58 -4.45
H55 5.41 -2.50 -3.19
H56 8.23 -1.30 -2.97
H57 6.00 0.50 -2.07
H58 7.12 0.85 -3.42
H59 8.28 2.84 -2.42
H60 8.37 2.75 -0.66
H61 6.88 2.61 -1.48
H62 7.73 -1.27 -0.73
H63 6.19 -1.74 -0.90
C25 -4.93 -0.46 1.28
C26 -6.34 -0.04 1.57
C27 -6.88 -0.86 2.75
O8 -7.05 -2.25 2.42
C28 -7.75 -3.04 3.40
N6 -6.58 1.41 1.84
H64 -4.40 -0.60 2.22
H65 -4.36 0.27 0.70
H66 -4.81 -1.42 0.77
H67 -6.97 -0.46 0.79
H68 -7.87 -0.51 3.06
H69 -6.17 -0.56 3.52
H70 -7.36 -2.89 4.41
H71 -7.86 -4.09 3.13
H72 -8.77 -2.68 3.55
H73 -5.80 1.67 2.43
H74 -6.23 1.90 1.03
C29 -2.00 7.10 0.67
C30 -2.56 5.73 1.12
C31 -2.81 5.88 2.61
O9 -3.06 4.56 3.07
C32 -3.19 4.52 4.49
N7 -3.82 5.47 0.36
H75 -1.06 7.18 1.21
H76 -2.75 7.88 0.81
H77 -1.69 6.99 -0.37
H78 -1.87 4.89 0.97
H79 -3.74 6.42 2.76
H80 -1.99 6.31 3.20
H81 -2.42 4.91 5.16
H82 -3.24 3.47 4.75
H83 -4.19 4.86 4.76
H84 -4.61 6.00 0.71
H85 -3.76 5.76 -0.61
C33 5.38 7.68 -3.46
C34 4.40 6.66 -3.93
C35 3.45 6.24 -2.78
O10 4.12 6.05 -1.57
C36 3.38 5.24 -0.63
N8 3.75 7.30 -5.06
H86 5.99 7.30 -2.64
H87 4.89 8.61 -3.16
H88 6.09 7.84 -4.27
H89 5.17 5.95 -4.22
H90 2.89 5.44 -3.26
H91 2.75 7.07 -2.68
H92 3.16 4.25 -1.04
H93 2.39 5.67 -0.45
H94 3.84 5.31 0.36
H95 3.33 8.16 -4.76
H96 2.99 6.70 -5.33
C37 1.45 -8.02 2.08
C38 1.99 -8.43 3.45
C39 3.13 -9.45 3.35
O11 2.76 -10.89 3.40
C40 1.74 -11.40 2.53
N9 2.57 -7.22 4.08
H97 0.97 -8.88 1.60
H98 2.19 -7.50 1.48
H99 0.61 -7.33 2.18
H100 1.18 -8.65 4.14
H101 3.94 -9.29 4.06
H102 3.60 -9.41 2.37
H103 1.83 -11.06 1.50
H104 0.72 -11.23 2.89
H105 1.88 -12.48 2.53
H106 1.71 -6.69 4.15
H107 2.88 -7.50 4.99

Computed properties:
SMILES string ... COC[C@H](C)N.COC[C@H](C)N.COC[C@H](C)N.COC[C@H](C)N.COC[C@H](C)N.COC[C@H](C)N.COC[C@H](C)N.COCCNCCOC.COCCNCCOC
Lowest unoccupied orbital energy ... 0.15 eV
Orbital gap ... 8.59 eV


Run ii
Computed, not measured: a 9-piece molecular cluster, C40H107N9O11 overall, with the ωB97M-V functional and the def2-TZVPD basis.

Cartesian coordinates (Å):
C1 0.83 7.58 -4.87
C2 -0.51 6.70 -4.79
C3 -0.53 5.69 -6.00
O1 -1.61 4.87 -5.96
C4 -1.83 4.13 -7.23
N1 -0.35 6.09 -3.49
H1 0.72 8.45 -4.22
H2 1.06 7.93 -5.88
H3 1.77 7.09 -4.59
H4 -1.42 7.29 -4.79
H5 0.38 5.09 -5.95
H6 -0.55 6.26 -6.93
H7 -0.91 3.74 -7.66
H8 -2.42 4.65 -7.99
H9 -2.42 3.24 -7.03
H10 -0.37 6.83 -2.80
H11 -1.06 5.37 -3.41
C5 5.28 -1.53 1.59
C6 5.68 -0.18 2.28
C7 5.78 -0.22 3.79
O2 4.53 -0.59 4.46
C8 4.57 -1.78 5.21
N2 6.91 0.17 1.64
H12 6.08 -2.27 1.56
H13 4.86 -1.37 0.60
H14 4.38 -1.95 2.05
H15 4.93 0.57 1.99
H16 6.04 0.74 4.23
H17 6.47 -0.97 4.16
H18 5.42 -1.85 5.88
H19 4.55 -2.58 4.47
H20 3.70 -1.78 5.87
H21 7.63 -0.52 1.85
H22 6.85 0.27 0.63
C9 -3.37 5.63 -1.75
C10 -2.66 6.01 -0.45
C11 -1.34 5.30 -0.18
O3 -0.72 5.74 0.99
C12 0.06 4.77 1.58
N3 -2.71 7.49 -0.42
H23 -3.46 4.54 -1.83
H24 -3.02 6.02 -2.71
H25 -4.37 6.05 -1.76
H26 -3.30 5.58 0.32
H27 -0.69 5.47 -1.04
H28 -1.44 4.22 -0.05
H29 0.74 4.33 0.85
H30 -0.54 3.94 1.94
H31 0.76 5.15 2.33
H32 -2.50 7.82 0.51
H33 -2.02 7.79 -1.10
C13 2.35 0.61 -3.82
C14 1.59 -0.53 -4.47
C15 1.05 -0.36 -5.90
O4 0.27 -1.53 -6.25
C16 -0.37 -1.45 -7.54
N4 2.57 -1.60 -4.50
H34 2.87 0.16 -2.96
H35 1.82 1.49 -3.47
H36 3.04 1.02 -4.55
H37 0.77 -0.90 -3.86
H38 1.85 -0.21 -6.63
H39 0.32 0.44 -6.00
H40 -0.86 -0.48 -7.62
H41 -1.22 -2.09 -7.78
H42 0.38 -1.79 -8.26
H43 2.17 -2.42 -4.95
H44 3.36 -1.28 -5.04
C17 -4.05 -2.22 -0.17
C18 -3.11 -2.76 1.00
C19 -2.19 -3.99 0.59
O5 -1.22 -4.15 1.67
C20 -1.72 -4.89 2.85
N5 -2.38 -1.59 1.38
H45 -3.41 -1.87 -0.98
H46 -4.45 -1.21 -0.10
H47 -4.87 -2.81 -0.59
H48 -3.75 -2.93 1.88
H49 -1.66 -3.93 -0.36
H50 -2.85 -4.86 0.48
H51 -0.92 -4.98 3.58
H52 -2.08 -5.87 2.53
H53 -2.51 -4.29 3.31
H54 -1.93 -1.22 0.56
H55 -1.64 -2.03 1.92
C21 -3.57 1.76 2.32
C22 -3.73 0.86 3.56
C23 -4.82 1.26 4.56
O6 -4.41 2.49 5.19
C24 -3.75 2.25 6.40
N6 -4.12 -0.40 3.06
H56 -2.81 1.37 1.64
H57 -3.26 2.76 2.63
H58 -4.51 1.93 1.80
H59 -2.81 0.74 4.13
H60 -4.89 0.48 5.32
H61 -5.75 1.38 4.01
H62 -4.43 1.74 7.08
H63 -3.43 3.14 6.94
H64 -2.90 1.59 6.21
H65 -3.92 -1.09 3.78
H66 -3.47 -0.78 2.40
C25 1.02 2.23 7.00
C26 1.64 1.48 5.87
C27 3.09 2.06 5.64
O7 3.21 3.51 5.80
C28 2.76 4.22 4.57
N7 1.60 0.04 6.18
H67 0.06 1.76 7.22
H68 0.98 3.31 6.87
H69 1.61 2.05 7.89
H70 1.00 1.69 5.01
H71 3.49 1.66 4.71
H72 3.76 1.74 6.44
H73 2.92 5.30 4.56
H74 1.70 3.98 4.54
H75 3.30 3.84 3.70
H76 2.01 0.02 7.11
H77 2.37 -0.26 5.60
C29 -0.04 -10.98 -2.38
O8 -1.10 -11.11 -1.51
C30 -1.10 -10.01 -0.55
C31 -1.51 -8.58 -0.95
N8 -0.28 -7.86 -1.28
C32 -0.63 -6.49 -1.53
C33 0.40 -5.71 -2.27
O9 1.44 -5.28 -1.37
C34 2.31 -4.32 -1.99
H78 0.86 -11.09 -1.78
H79 0.06 -10.07 -2.97
H80 -0.14 -11.77 -3.14
H81 -0.13 -9.94 -0.08
H82 -1.67 -10.30 0.34
H83 -1.97 -8.22 -0.03
H84 -2.16 -8.47 -1.81
H85 0.35 -7.96 -0.49
H86 -0.77 -6.20 -0.49
H87 -1.61 -6.38 -1.99
H88 -0.03 -4.92 -2.89
H89 0.86 -6.44 -2.94
H90 2.01 -3.46 -2.58
H91 2.88 -4.98 -2.64
H92 3.10 -3.96 -1.33
C35 -1.40 1.97 -3.52
O10 -2.35 1.31 -2.65
C36 -2.27 1.47 -1.23
C37 -0.84 1.05 -0.72
N9 -0.53 -0.36 -0.99
C38 0.86 -0.78 -0.80
C39 1.27 -1.04 0.58
O11 1.26 0.10 1.38
C40 1.60 -0.19 2.68
H93 -1.57 3.05 -3.49
H94 -1.44 1.86 -4.60
H95 -0.41 1.62 -3.24
H96 -2.96 0.74 -0.82
H97 -2.58 2.49 -0.97
H98 -0.88 1.35 0.33
H99 -0.06 1.72 -1.07
H100 -0.89 -0.61 -1.90
H101 1.48 -0.21 -1.49
H102 0.96 -1.71 -1.35
H103 2.32 -1.32 0.50
H104 0.95 -1.90 1.18
H105 0.80 -0.72 3.20
H106 2.02 0.63 3.27
H107 2.57 -0.67 2.75

Computed properties:
SMILES string ... COC[C@H](C)N.COC[C@H](C)N.COC[C@H](C)N.COC[C@H](C)N.COC[C@H](C)N.COC[C@H](C)N.COC[C@H](C)N.COCCNCCOC.COCCNCCOC
Lowest unoccupied orbital energy ... 0.43 eV
Orbital gap ... 8.63 eV


run i is preferred energetically. Next in line: 62.6 kJ/mol higher.


Run i
Computed, not measured: a 2-piece molecular cluster, CH8N5O overall, with the ωB97M-V functional and the def2-TZVPD basis.

Cartesian coordinates (Å):
C1 1.39 0.67 -0.11
N1 1.01 1.69 0.63
N2 -0.80 -0.78 -1.97
N3 -1.37 -0.25 1.41
N4 -0.81 -0.15 -0.84
N5 -0.89 -0.80 0.23
O1 2.18 -0.25 0.48
H1 0.61 2.39 0.05
H2 1.23 1.85 1.55
H3 -0.53 -1.75 -1.99
H4 -0.30 -0.42 -2.72
H5 -2.23 -0.54 1.79
H6 -1.40 0.80 1.33
H7 -0.75 -1.77 0.31
H8 2.66 -0.71 -0.15

Computed properties:
Net charge ... +1
Lowest unoccupied orbital energy (alpha / beta) ... -4.74 / -4.74 eV
Orbital gap (alpha / beta) ... 7.77 / 7.76 eV


Run ii
Computed, not measured: a 2-piece molecular cluster, CH8N5O overall, with the ωB97M-V functional and the def2-TZVPD basis.

Cartesian coordinates (Å):
C1 -1.01 -0.30 -0.01
N1 -1.93 -1.30 -0.29
N2 -2.64 1.27 0.20
N3 3.41 -0.17 0.36
N4 -1.37 0.94 0.26
N5 2.59 0.61 -0.24
O1 0.28 -0.62 -0.15
H1 -2.92 -1.07 -0.54
H2 -1.75 -2.30 -0.26
H3 -3.38 0.64 0.25
H4 -2.74 2.25 0.51
H5 4.42 -0.28 0.13
H6 2.91 -1.16 0.52
H7 0.96 0.07 -0.32
H8 3.15 1.42 -0.42

Computed properties:
Net charge ... +1
Lowest unoccupied orbital energy (alpha / beta) ... -3.05 / -6.40 eV
Orbital gap (alpha / beta) ... 11.03 / 4.91 eV


run ii is preferred energetically. Next in line: 144.4 kJ/mol higher.